Below is 2 unconnected molecules or ions with the total composition C8H10O2 in a non-equilibrium geometry, with properties calculated with the ωB97M-V functional and the def2-TZVPD basis.

```
20
C8H10O2, DFT the ωB97M-V functional and the def2-TZVPD basis
C 3.368 -0.197 -0.155
C 3.069 1.012 0.737
C -1.706 -1.393 0.366
C -0.703 -0.521 0.162
C -1.107 0.814 -0.262
C -2.462 1.196 -0.503
C -3.412 0.173 -0.457
C -3.022 -1.103 0.112
H 2.681 -1.790 -1.051
H 3.954 1.758 0.659
H 2.177 1.454 0.242
H 2.935 0.809 1.771
H -1.505 -2.407 0.745
H 0.351 -0.793 0.167
H -0.260 1.438 -0.375
H -2.794 2.383 -0.496
H -4.448 0.521 -0.757
H -3.822 -1.822 0.189
O 4.414 -0.444 -0.750
O 2.292 -1.089 -0.347
```

Output
SMILES   c1ccccc1.CC(=O)O
Highest occupied orbital energy   -9.0 eV
Orbital gap   9.6 eV

Electronic structure analysis, natural (NBO) charges in units of e: 0.795 -0.725 -0.214 -0.230 -0.213 -0.227 -0.218 -0.219 0.511 0.249 0.241 0.249 0.208 0.248 0.197 0.225 0.220 0.215 -0.588 -0.724



Below is a molecular structure, C8H10O5SSc in a non-equilibrium geometry, with properties calculated with the ωB97M-V functional and the def2-TZVPD basis.

```
25
C8H10O5SSc, DFT the ωB97M-V functional and the def2-TZVPD basis
Sc -0.532 -0.509 1.150
C -1.365 0.216 3.055
O -1.862 0.586 4.034
C -1.442 -2.582 1.565
O -1.866 -3.617 1.865
C 0.972 -1.914 2.258
O 1.584 -2.718 2.821
C -2.669 -0.489 0.429
O -3.779 -0.453 0.098
C 1.030 -2.679 -3.076
H 0.590 -1.867 -3.664
H 2.088 -2.638 -2.791
C 0.259 -3.687 -2.637
H 0.690 -4.537 -2.104
H -0.824 -3.700 -2.829
C 0.987 3.445 1.298
S -0.263 2.834 0.167
C 0.594 3.046 -1.397
O -0.071 1.281 0.317
H 0.872 4.536 1.328
H 1.980 3.156 0.940
H 0.802 3.031 2.297
H 1.617 2.675 -1.326
H 0.042 2.480 -2.158
H 0.567 4.106 -1.639
```

Output
Highest occupied orbital energy (spin up / spin down)   -18.2 / -18.2 eV
Charge   +3
Orbital gap (spin up / spin down)   3.6 / 3.5 eV

Electronic structure analysis, natural (NBO) charges in units of e: 1.578 0.422 -0.189 0.425 -0.218 0.446 -0.207 0.452 -0.207 -0.358 0.210 0.215 -0.373 0.218 0.208 -0.796 1.263 -0.785 -1.007 0.309 0.276 0.260 0.272 0.282 0.301



Below is a molecular structure, C8H10O6PYb in a non-equilibrium geometry, with properties calculated with the ωB97M-V functional and the def2-TZVPD basis.

```
26
C8H10O6PYb, DFT the ωB97M-V functional and the def2-TZVPD basis
O -0.003 2.248 -5.265
C -0.015 2.179 -4.115
Yb 0.054 0.498 -0.111
C -0.291 0.601 2.260
O -0.072 0.646 3.399
C -0.089 -2.064 -0.042
O 0.016 -3.191 0.092
C 2.360 0.102 -0.488
O 3.475 -0.098 -0.391
C -2.276 -0.111 -0.297
O -3.373 -0.184 -0.534
H 0.040 -0.438 -1.981
C 2.325 -1.220 4.087
P 1.479 -2.108 2.774
C 2.465 -3.518 2.247
C -0.186 -2.613 3.283
O 1.371 -1.141 1.555
H 2.486 -1.847 4.972
H 1.754 -0.324 4.368
H 3.294 -0.881 3.692
H 2.630 -4.238 3.057
H 1.987 -4.029 1.399
H 3.432 -3.136 1.889
H -0.806 -1.753 3.571
H -0.721 -3.143 2.483
H -0.143 -3.287 4.147
```

Output
Highest occupied orbital energy (spin up / spin down)   -17.5 / -16.8 eV
Charge   +2
Orbital gap (spin up / spin down)   8.7 / 7.0 eV
2S+1   2

Electronic structure analysis, natural (NBO) charges in units of e: -0.436 0.457 1.546 0.468 -0.352 0.512 -0.428 0.468 -0.309 0.444 -0.289 -0.256 -1.007 1.919 -1.007 -1.020 -1.194 0.286 0.266 0.279 0.286 0.275 0.278 0.254 0.267 0.293



Which formula does entry 2 have?
C8H10O5SSc